40
Properties=species:S:1:pos:R:3:mulliken_charge:R:1 method="wB97M-V/def2-TZVPD" smiles="CC(C)[C@H](NC(=O)[C@@H](N)CCCCN)C(=O)O" homo_ev=-8.72 homo_lumo_gap_ha=0.34049
C -0.21846 -1.86911 0.56787 0.631
C 0.70504 -1.07197 -0.36664 0.205
C -1.57629 -1.82004 -0.15411 -1.210
C -2.55290 -0.60030 0.31500 -0.608
C -3.90484 -0.55555 -0.45595 -0.143
C -4.62078 0.72755 0.01784 -1.063
C 2.65792 0.22086 -0.76351 -0.109
C 3.74052 -0.90825 -0.62278 0.295
C 3.21423 1.63872 -0.19594 -0.073
C 3.81048 1.40096 1.31368 -1.003
C 2.24316 2.74844 -0.46894 -1.337
H -0.78516 -2.26669 2.35073 0.306
H 0.72095 -1.05716 2.20755 0.238
H 0.06727 -2.91016 0.44870 0.228
H -2.10650 -2.78402 -0.06390 0.636
H -1.30706 -1.65369 -1.18971 0.251
H -2.09729 0.31341 -0.09661 0.203
H -2.87647 -0.44074 1.36851 0.373
H -3.80619 -0.39562 -1.58433 0.173
H -4.50605 -1.41190 -0.13610 0.304
H -3.98626 1.52066 -0.21783 0.406
H -4.66703 0.77394 0.99787 0.613
H -5.48962 1.73639 -1.55236 0.217
H -6.61394 0.74972 -1.17250 0.208
H 1.60727 0.37681 0.89025 0.306
H 2.20161 0.13725 -1.79302 0.548
H 4.27275 1.62066 -0.66237 0.363
H 3.74251 2.40935 1.84619 0.369
H 3.15953 0.74553 1.96864 0.238
H 4.88477 1.01602 1.27880 0.295
H 1.39987 2.49538 0.18718 0.315
H 2.63917 3.64368 0.00426 0.433
H 2.03204 2.86542 -1.52176 0.317
H 3.91148 -2.79080 -0.89232 0.347
N -0.30490 -1.37523 1.90164 -0.596
N -5.81995 1.15781 -0.75532 -0.593
N 1.57612 -0.14827 0.10114 -0.336
O 0.63443 -1.20565 -1.61813 -0.740
O 4.90183 -0.76298 -0.87505 -0.530
O 3.11673 -2.27039 -0.60668 -0.475

***

40
Properties=species:S:1:pos:R:3:mulliken_charge:R:1 method="wB97M-V/def2-TZVPD" smiles="CC(C)[C@H](N)C(=O)N[C@@H](CCCCN)C(=O)O" homo_ev=-9.18 homo_lumo_gap_ha=0.35874
C 2.41985 -1.06247 -0.20499 0.513
C 1.18450 -1.14118 0.72342 -0.314
C 3.11655 0.27906 0.09257 0.256
C 2.55892 1.55545 -0.48427 -1.265
C 4.59339 0.32721 0.01016 -1.465
C -1.16338 -1.83476 0.55824 0.074
C -2.16592 -2.11719 -0.69421 0.256
C -1.66810 -1.00056 1.64347 -0.979
C -1.79030 0.52011 1.32335 0.555
C -3.13902 0.70149 0.68663 -0.854
C -3.51984 2.05045 0.00919 -0.742
H 2.27462 -2.05874 -1.99501 0.145
H 2.52362 -0.54856 -2.15337 0.250
H 2.95995 -1.84568 0.32163 0.439
H 3.00378 0.40587 1.18535 0.190
H 2.95674 1.87387 -1.52722 0.302
H 1.48037 1.51251 -0.58760 0.267
H 2.69275 2.44427 0.17635 0.360
H 4.92553 -0.60606 0.48108 0.377
H 4.91042 0.34036 -1.12388 0.246
H 5.15152 1.07412 0.57111 0.373
H 0.25691 -1.35103 -0.95840 0.575
H -0.86290 -2.72466 0.96465 0.658
H -0.95074 -1.20399 2.46114 0.409
H -2.66861 -1.32646 1.98334 0.487
H -1.79905 1.20622 2.21276 0.332
H -1.04831 0.93704 0.59915 -0.361
H -3.19761 -0.01292 -0.06949 0.328
H -3.98755 0.36363 1.33362 0.285
H -3.30657 2.91761 0.71512 0.326
H -4.51566 1.88331 -0.46047 0.331
H -2.83364 1.47522 -1.88006 0.158
H -2.47861 3.01918 -1.55057 0.183
H -1.50491 -0.53044 -1.21335 0.283
N 1.99603 -1.20147 -1.63110 -0.683
N -0.02259 -1.33254 -0.01963 -0.153
N -2.58215 2.12609 -1.14726 -0.449
O 1.27012 -0.91219 1.86413 -0.616
O -2.82162 -3.12443 -0.79755 -0.615
O -2.24849 -1.07770 -1.41803 -0.463

***

43
Properties=species:S:1:pos:R:3:mulliken_charge:R:1 method="wB97M-V/def2-TZVPD" smiles="[H]/N=C(/N)NCCC[C@H](NC(=O)[C@@H](N)CCSC)C(=O)O" homo_ev=-8.72 homo_lumo_gap_ha=0.33389
C -0.26316 -0.35861 2.53116 0.091
C 0.40280 0.86380 1.78519 0.105
C -0.30027 -0.04148 3.97530 -0.525
C -0.93646 -1.09789 4.85623 -0.826
C -3.57488 0.02082 4.52090 -0.789
C -0.18423 -0.19982 -0.46993 0.241
C 0.84593 -1.39416 -0.75392 0.261
C -1.00049 0.55216 -1.69041 -0.587
C -0.10896 1.20187 -2.56479 -0.460
C 0.93137 0.35293 -3.54959 -0.992
C 1.28234 1.62531 -5.73412 0.456
H 1.14863 -1.97565 2.40533 0.223
H -0.46372 -2.53518 2.62409 0.241
H -1.42947 -0.53784 2.30459 0.195
H 0.69428 -0.54344 4.50690 0.184
H -0.66764 0.90900 4.32779 0.392
H -0.40678 -2.08034 4.46090 0.302
H -0.66731 -0.84187 5.86510 0.487
H -3.26550 0.97488 5.37911 0.236
H -4.63176 -0.28103 4.51712 0.361
H -3.55652 0.65053 3.53726 0.227
H 0.75177 1.66723 -0.10373 0.258
H -0.93918 -0.78204 0.02618 0.307
H -1.56721 -0.28255 -2.12020 0.327
H -1.72006 1.44457 -1.28678 0.256
H 0.50953 1.98024 -2.06728 0.082
H -0.69365 2.00082 -3.10616 0.559
H 0.66853 -0.64795 -4.05211 0.263
H 1.69204 -0.04939 -2.78255 0.288
H 2.46264 1.85845 -3.82605 0.356
H -1.01256 1.43535 -5.27224 0.317
H 2.40586 2.17869 -7.35351 0.266
H 3.42996 1.94801 -5.84582 0.295
H 2.47344 -2.23339 -0.06961 0.405
N 0.17754 -1.81440 2.23116 -0.432
N 0.50149 0.73687 0.40272 0.048
N 1.84511 1.16559 -4.42613 -0.288
N -0.07204 1.60371 -6.05156 -0.705
N 2.50211 2.25087 -6.38995 -0.449
O 0.88325 1.81454 2.44428 -0.682
O 0.62467 -2.64103 -1.06862 -0.716
O 2.02534 -1.20977 -0.04747 -0.501
S -2.54530 -1.54469 4.34415 -0.081

***

44
Properties=species:S:1:pos:R:3:mulliken_charge:R:1 method="wB97M-V/def2-TZVPD" homo_ev="-16.05 / -15.53" homo_lumo_gap_ha="0.25504 / 0.23175" charge=+2
N -0.74184 1.16894 1.44051 -0.653
C -1.55656 2.03137 1.67564 0.765
O -2.01832 2.95256 2.37520 -0.528
Ag -3.34204 2.76135 0.67576 0.603
Nb 0.45472 -0.25450 0.63397 1.607
N 1.37639 1.03593 -0.63714 0.282
N -0.88519 -1.64298 -0.18831 0.161
C 1.69954 2.46658 -0.69102 1.067
C -1.83054 -2.54316 0.49917 1.429
C 0.46481 3.27263 -1.08862 -1.062
C 2.81191 2.77810 -1.68911 -1.890
C 2.14793 2.92669 0.69715 -1.504
C -2.91917 -3.07987 -0.43313 -1.949
C -1.07780 -3.75737 1.05350 -1.396
C -2.50615 -1.80082 1.65610 -1.602
H 0.06748 2.91929 -2.04664 0.402
H 0.74928 4.32827 -1.19321 0.457
H -0.33280 3.21154 -0.34212 -0.066
H 3.74749 2.27558 -1.41995 0.482
H 3.00434 3.85892 -1.67345 0.446
H 2.52543 2.50745 -2.71190 0.427
H 1.35523 2.80163 1.44362 0.272
H 2.42163 3.98837 0.65156 0.481
H 3.02005 2.34707 1.02522 0.360
H -3.47454 -2.26792 -0.91500 0.461
H -3.63201 -3.66648 0.16148 0.453
H -2.50991 -3.75025 -1.19767 0.476
H -0.58899 -4.30159 0.23714 0.393
H -1.78725 -4.43173 1.55167 0.411
H -0.31210 -3.45859 1.77610 0.340
H -1.78809 -1.47079 2.41898 0.351
H -3.21870 -2.48387 2.13805 0.504
H -3.05677 -0.92345 1.29077 0.253
C -0.67708 -1.87585 -1.61087 -1.177
H -0.29426 -0.96387 -2.09454 0.335
H 0.03816 -2.69088 -1.83467 0.411
H -1.62314 -2.12785 -2.11135 0.418
C 2.08908 0.12488 -1.52623 -0.948
H 3.17397 0.30794 -1.52810 0.357
H 1.94704 -0.92357 -1.19362 0.409
H 1.72807 0.19447 -2.56586 0.429
O 2.47404 -0.09939 3.12413 -0.281
N 1.72486 -0.17959 2.20890 0.356
O 1.15186 -1.56520 1.95792 -0.541

***

73
Properties=species:S:1:pos:R:3:mulliken_charge:R:1 method="wB97M-V/def2-TZVPD" homo_ev=-7.87 homo_lumo_gap_ha=0.24988 charge=-1
Ca 2.13196 -4.14956 -0.75126 1.904
C -4.99164 4.01125 3.52943 -1.136
C -4.09036 5.22792 3.39923 -0.780
C -2.77120 5.12963 2.59207 -0.039
C -3.03135 4.95765 1.09582 -1.121
N -1.79739 4.56111 0.27839 0.338
C -2.09270 4.53053 -1.24930 -0.777
C -0.77289 4.68182 -1.97263 -0.737
C 0.04144 5.62311 -1.09230 -0.639
C -0.68036 5.64303 0.23927 -0.712
C -1.21093 3.20803 0.72009 -0.987
C -2.21408 1.99007 0.68148 -0.235
C -1.55562 0.65535 1.12162 -1.483
H -4.39301 3.24138 4.01632 0.299
H -5.36443 3.57289 2.60371 0.288
H -5.87276 4.15453 4.15489 0.386
H -3.83395 5.61355 4.38597 0.372
H -4.75552 6.01033 3.03385 0.343
H -2.23741 4.24059 2.92789 0.212
H -2.06669 5.94702 2.74581 0.409
H -3.49034 5.84252 0.65486 0.487
H -3.71744 4.12965 0.91753 0.336
H -2.64935 3.63155 -1.51403 0.521
H -2.82732 5.31875 -1.41403 0.492
H -0.47536 3.63910 -2.08366 0.316
H -0.89905 5.09502 -2.97336 0.448
H 1.09509 5.37778 -0.95909 0.358
H -0.07146 6.61917 -1.52034 0.308
H -0.06053 5.41812 1.10721 0.415
H -1.23123 6.56535 0.42355 0.443
H -0.71716 3.25673 1.69062 0.527
H -0.38196 3.00778 0.04126 0.691
H -2.60126 1.88162 -0.33164 0.317
H -3.14945 2.04347 1.23856 0.218
H -2.39041 -0.04493 1.09274 0.403
H -1.19065 0.90522 2.11784 0.388
H -0.77670 0.23102 0.48811 0.328
N 0.75068 -5.55023 2.07316 -0.180
S 1.67008 -6.09030 3.39186 1.056
O 2.02113 -7.51997 3.32390 -0.554
O 1.48218 -5.42406 4.66984 -0.519
F 3.08038 -5.42661 2.84678 -0.301
S -0.65269 -5.69375 2.84334 0.939
O -1.23944 -4.59885 3.68549 -0.560
O -0.88209 -7.09828 3.24150 -0.561
F -1.50686 -5.54467 1.46898 -0.283
N -0.18966 -3.01890 -3.28443 -0.132
S -1.40926 -3.82111 -3.80202 0.992
O -1.33723 -4.32244 -5.19876 -0.538
O -2.68648 -3.63922 -3.14240 -0.563
F -0.79820 -5.19026 -3.12587 -0.339
S -0.44195 -1.71362 -4.39060 0.983
O -1.63955 -0.89384 -4.23078 -0.580
O 0.08802 -1.93928 -5.74127 -0.521
F 0.72273 -0.72169 -3.79541 -0.281
N 3.72001 -1.36320 0.65405 -0.134
S 3.95578 -0.62163 2.01486 0.940
O 3.30737 0.69684 2.26229 -0.546
O 5.21528 -0.92216 2.67632 -0.571
F 3.00221 -1.59284 2.86413 -0.276
S 4.39985 -0.05088 -0.17395 0.973
O 5.85264 0.18242 -0.00919 -0.557
O 3.53867 1.10988 -0.51593 -0.519
F 4.53443 -0.68177 -1.63949 -0.282
N 4.03320 -6.29536 -2.62595 -0.145
S 4.76508 -7.59619 -2.75710 0.930
O 6.24321 -7.64325 -2.66080 -0.566
O 4.11043 -8.66156 -3.45909 -0.567
F 4.48501 -8.19600 -1.31056 -0.322
S 4.71854 -5.78883 -4.06722 1.034
O 4.43013 -6.53946 -5.31467 -0.527
O 5.98607 -5.13072 -3.95255 -0.542
F 3.76399 -4.46628 -4.25500 -0.285

***

ΔE to the lowest compared entry with this formula, charge and spin readings, ordered: 97.5, 60.8, 221.8, 1.9, 218.3 kcal per mole
DFT total energy readings, ordered: -22389.629, -22391.221, -36200.323, -29428.437, -178858.820 eV